Below is C15H10Br12F6INO8P as an isolated structure, with properties calculated with wB97M-V/def2-TZVPD.

Last column: natural (NBO) charge in e.
Atoms and positions in Å:
1 O -1.15006 -1.58286 2.07650  -0.470
2 C -0.99652 -1.22407 0.93632  0.753
3 O -1.05762 -2.09805 -0.08755  -0.672
4 C -0.68695 0.25413 0.71573  0.082
5 C -1.60168 1.26390 1.09436  -0.140
6 C -3.00115 0.97998 1.71864  0.510
7 O -3.06678 0.32424 2.70978  -0.366
8 C -4.20039 1.58363 0.91495  0.553
9 F -4.23010 2.93780 1.12279  -0.312
10 F -3.89462 1.42313 -0.39338  -0.296
11 C -5.62555 1.04801 1.27129  0.594
12 F -5.86427 0.97494 2.59446  -0.284
13 F -6.50923 1.96704 0.80046  -0.293
14 C -5.99590 -0.31863 0.60208  0.552
15 F -6.98046 -0.85039 1.37543  -0.290
16 F -4.97527 -1.21312 0.66304  -0.304
17 C -6.59731 -0.20215 -0.82794  0.717
18 O -6.25660 0.61039 -1.64317  -0.520
19 O -7.59328 -1.08508 -1.11836  -0.651
20 C -1.27558 2.59140 0.90161  0.123
21 N -0.10810 2.95710 0.33851  -0.480
22 C 0.78905 2.03641 -0.06744  0.135
23 I 2.53887 2.83487 -0.99313  0.339
24 C 0.54188 0.65955 0.12065  -0.486
25 P 1.81058 -0.54903 -0.44656  2.328
26 O 1.52478 -1.93164 -0.04503  -1.090
27 O 1.88698 -0.48678 -2.05480  -0.988
28 O 3.28912 -0.16561 0.14826  -0.935
29 H -0.45926 -2.82544 0.16314  0.542
30 H -7.45302 -1.27514 -2.06098  0.510
31 H -1.94900 3.40366 1.19308  0.269
32 H 0.07487 3.94699 0.19555  0.461
33 H 2.73937 -0.90286 -2.32998  0.520
34 H 3.15659 0.59808 0.73613  0.497
35 C 5.50293 5.21008 -3.23348  -0.497
36 Br 3.64948 5.30668 -3.76595  0.090
37 Br 6.27149 6.95586 -2.98719  0.134
38 Br 5.73620 4.10059 -1.66395  0.085
39 H 6.04213 4.73205 -4.04131  0.234
40 C 5.16652 -3.60537 -1.87635  -0.494
41 Br 4.92114 -3.15287 -0.02211  0.115
42 Br 4.51007 -2.21646 -3.06311  0.061
43 Br 6.99876 -4.04803 -2.27226  0.120
44 H 4.57336 -4.49000 -2.06908  0.232
45 C 9.55444 -7.17805 -2.79393  -0.501
46 Br 11.12999 -7.93880 -1.98490  0.105
47 Br 9.93107 -5.47692 -3.62861  0.087
48 Br 8.71518 -8.40358 -4.02375  0.099
49 H 8.84567 -6.99079 -1.99749  0.223
50 C -5.66510 2.28658 5.69873  -0.500
51 Br -4.99058 0.68495 6.53620  0.099
52 Br -7.53443 2.55527 6.07463  0.107
53 Br -4.60684 3.83603 6.15866  0.079
54 H -5.57486 2.14839 4.63078  0.216

Forces on the atoms, in the same order (eV/Å):
O 0.4 0.8 -0.5
C -0.2 -1.7 1.3
O 0.0 1.5 -0.1
C 0.3 0.3 -1.0
C -0.5 0.2 -0.1
C 1.0 -0.4 0.0
O -0.6 0.4 -0.3
C 0.3 0.5 0.4
F 0.2 -0.4 0.3
F -0.4 -0.3 0.3
C -0.8 0.2 -0.7
F 0.9 -0.1 -0.4
F 0.3 -0.3 0.0
C -1.5 -1.0 0.8
F 0.3 0.4 -0.2
F 0.1 0.7 -0.4
C -0.6 0.4 -1.5
O 0.7 -0.3 0.8
O 1.4 -0.2 0.9
C -0.3 0.1 0.2
N -0.2 -0.7 0.1
C 0.7 -0.2 -0.3
I -0.8 0.0 0.4
C 0.0 1.0 -0.2
P 1.4 -3.0 -0.8
O -0.4 0.5 0.6
O 0.2 1.1 1.4
O -2.0 1.0 -0.3
H -0.2 -0.1 -0.2
H -0.6 0.2 0.0
H 0.3 -0.3 -0.2
H 0.1 -0.1 0.0
H -0.4 0.0 0.0
H 0.7 -0.1 0.1
C 0.1 0.2 -0.1
Br 0.1 0.0 0.1
Br -0.1 -0.2 0.0
Br -0.1 0.0 -0.1
H 0.0 0.0 0.1
C 0.1 -0.2 0.3
Br 0.0 0.0 -0.2
Br 0.2 -0.1 -0.1
Br -0.2 0.1 -0.1
H 0.0 0.1 -0.1
C 0.0 -0.1 0.0
Br -0.1 0.1 -0.1
Br 0.0 -0.1 0.0
Br 0.1 0.1 0.1
H 0.0 0.0 -0.1
C 0.0 -0.1 0.0
Br 0.0 0.2 -0.1
Br 0.2 0.0 0.0
Br -0.1 -0.1 0.0
H 0.0 0.0 0.1

Results
- LUMO level: -5.3 eV
- Total charge: +1
- HOMO energy: -11.6 eV
- Spin multiplicity: 1
- Molecular weight: 1563.0 g/mol
- Maximum force: 3.4 eV Å⁻¹
- Calculated total energy: -907784.1551 eV
- Gap between HOMO and LUMO: 6.29 eV

---

Below is C45H37N7O2Sr as an isolated structure, with properties calculated with wB97M-V/def2-TZVPD.

Last column: Mulliken charge in e.
Atoms and positions in Å:
1 Sr 0.57891 0.34490 -0.71084  1.399
2 C 4.12434 1.39209 -0.14803  -1.343
3 C 3.27930 1.41788 1.09300  0.890
4 C 3.34754 2.47355 1.99562  -0.663
5 C 2.54828 2.44988 3.12218  -0.544
6 C 1.71101 1.36628 3.33677  -1.005
7 C 1.69400 0.35263 2.39257  0.949
8 N 2.45521 0.37996 1.28972  -0.374
9 C 0.78983 -0.82530 2.59967  0.135
10 C 0.81021 -1.49864 3.81459  -0.799
11 C -0.09339 -2.52224 4.01740  -0.773
12 C -0.99517 -2.82786 3.01364  -0.799
13 C -0.94404 -2.11802 1.82122  0.216
14 N -0.05707 -1.14016 1.61234  0.421
15 C -1.91036 -2.45397 0.73510  0.546
16 C -3.25379 -2.61584 1.02993  -0.927
17 C -4.10443 -3.00304 0.00433  -0.564
18 C -3.57540 -3.24745 -1.24539  -0.970
19 C -2.20725 -3.06607 -1.45962  0.845
20 C -1.58624 -3.37819 -2.79045  -1.075
21 N -1.39710 -2.63723 -0.48501  0.030
22 H 5.16478 1.18223 0.10655  0.426
23 H 4.09057 2.35350 -0.66003  0.330
24 H 3.78064 0.61145 -0.82748  0.151
25 H 4.00946 3.30683 1.80091  0.446
26 H 2.56678 3.27350 3.82404  0.450
27 H 1.05809 1.32227 4.19737  0.526
28 H 1.53214 -1.22395 4.57141  0.545
29 H -0.09552 -3.07725 4.94665  0.437
30 H -1.72051 -3.62043 3.13496  0.538
31 H -3.62698 -2.43406 2.02879  0.538
32 H -5.16425 -3.12433 0.18868  0.431
33 H -4.20488 -3.58191 -2.05990  0.429
34 H -1.82664 -4.40318 -3.07931  0.577
35 H -0.50666 -3.26319 -2.73428  -0.105
36 H -1.96959 -2.72517 -3.57860  0.345
37 N -1.27689 0.01529 -2.60523  -0.137
38 C -0.81829 0.49466 -3.86330  0.357
39 C -1.38816 1.65421 -4.37506  -0.608
40 C -0.94842 2.19121 -5.57395  -0.615
41 C 0.06962 1.56082 -6.27352  -0.886
42 C 0.64027 0.40834 -5.75306  -0.453
43 C 0.22877 -0.14638 -4.54274  0.176
44 C 0.91550 -1.35580 -3.99103  0.332
45 C 1.14117 -2.44285 -4.83844  -0.391
46 C 1.80420 -3.56887 -4.37249  -0.753
47 C 2.24268 -3.60393 -3.05299  -0.651
48 C 2.00314 -2.51086 -2.22381  -0.880
49 C 1.33743 -1.34860 -2.64781  0.671
50 H -2.22025 0.32170 -2.40785  0.205
51 H -1.18645 -0.98871 -2.49017  -0.056
52 H -2.17758 2.14647 -3.81617  0.343
53 H -1.39735 3.09909 -5.95650  0.407
54 H 0.42366 1.96992 -7.21086  0.399
55 H 1.45545 -0.06910 -6.28368  0.448
56 H 0.78905 -2.41823 -5.86549  0.455
57 H 1.97675 -4.41258 -5.03002  0.378
58 H 2.75756 -4.48140 -2.67567  0.355
59 H 2.35188 -2.57205 -1.19252  0.332
60 C -6.61816 6.56210 -3.09082  -0.815
61 O -6.08798 7.57656 -2.26158  -0.451
62 C -4.73179 7.69070 -2.20622  0.921
63 C -4.23443 8.69547 -1.38387  -0.570
64 C -2.87173 8.89324 -1.27000  -0.297
65 C -1.97846 8.06882 -1.93955  -0.105
66 C -2.48036 7.08325 -2.78147  -0.361
67 C -3.84483 6.88937 -2.92398  -0.433
68 N -0.57243 8.36617 -1.88265  -0.703
69 N 0.28000 7.50044 -1.63273  -0.283
70 C -0.04950 6.18090 -1.20363  0.106
71 C -0.95946 5.88925 -0.20695  -0.329
72 C -1.16396 4.59528 0.26891  -0.861
73 C -0.47640 3.49595 -0.25367  0.680
74 O -0.67870 2.28084 0.12178  -0.823
75 C 0.51694 3.80153 -1.27580  -0.669
76 N 1.21476 2.74680 -1.78477  1.037
77 C 2.09828 2.94989 -2.73375  -0.892
78 C 2.38890 4.23091 -3.23504  -1.174
79 C 1.71495 5.30580 -2.72990  -0.846
80 C 0.73420 5.12056 -1.72586  0.917
81 H -7.69863 6.62358 -2.99424  0.235
82 H -6.28165 5.57174 -2.77128  0.335
83 H -6.34227 6.71495 -4.13794  0.328
84 H -4.93771 9.32333 -0.85248  0.422
85 H -2.48661 9.69090 -0.64604  0.395
86 H -1.79297 6.45485 -3.33411  0.431
87 H -4.19570 6.11554 -3.59114  0.376
88 H -1.52209 6.70181 0.23432  0.404
89 H -1.88385 4.40981 1.05613  0.449
90 H 2.59705 2.06977 -3.12974  0.532
91 H 3.13287 4.34924 -4.01145  0.470
92 H 1.91040 6.30842 -3.08810  0.486

Forces on the atoms, in the same order (eV/Å):
Sr -0.2 0.0 -0.1
C -0.1 0.0 0.0
C -0.1 -0.2 -0.1
C 0.0 0.0 0.1
C 0.0 0.1 0.0
C 0.0 0.0 0.0
C 0.1 -0.1 0.1
N -0.2 0.1 0.0
C -0.1 0.2 -0.1
C 0.1 0.1 0.0
C -0.1 -0.1 0.0
C 0.0 0.0 0.1
C 0.0 0.1 0.0
N 0.2 0.1 0.0
C 0.1 0.0 0.0
C -0.1 0.0 0.0
C 0.0 0.0 0.0
C 0.0 0.0 0.0
C 0.1 0.0 0.1
C 0.0 0.0 0.0
N -0.1 0.0 0.0
H 0.0 0.0 0.0
H 0.0 0.0 0.0
H 0.0 0.0 0.0
H 0.0 0.0 0.0
H 0.0 0.0 0.0
H 0.0 0.0 0.0
H 0.0 0.0 0.0
H 0.0 0.0 0.0
H 0.0 0.0 0.0
H 0.0 0.0 0.0
H 0.0 0.0 0.0
H 0.0 0.0 0.0
H 0.0 0.0 0.0
H 0.0 0.0 0.0
H 0.0 0.0 0.0
N -0.2 0.1 0.1
C 0.1 -0.1 0.2
C 0.0 0.1 0.0
C 0.0 0.0 0.0
C 0.0 0.0 0.0
C 0.0 0.1 0.0
C 0.0 -0.1 0.0
C 0.0 0.1 0.0
C 0.0 0.0 -0.1
C 0.0 0.0 0.1
C 0.0 0.0 0.0
C 0.0 0.0 -0.2
C 0.1 0.2 0.2
H 0.0 0.0 0.0
H 0.0 0.1 -0.2
H 0.0 0.0 0.0
H 0.0 0.0 0.0
H 0.0 0.0 0.0
H 0.0 0.0 0.0
H 0.0 0.0 0.0
H 0.0 0.0 0.0
H 0.0 0.0 0.0
H 0.0 -0.1 0.0
C 0.0 0.0 0.0
O 0.0 0.0 0.0
C 0.1 -0.1 -0.1
C 0.0 0.0 0.0
C 0.1 0.1 0.1
C -0.1 -0.3 -0.1
C 0.2 0.0 0.0
C -0.1 0.1 0.1
N 0.0 0.1 0.1
N 0.0 0.0 0.0
C -0.1 -0.1 0.1
C 0.1 0.2 -0.1
C 0.0 0.0 0.0
C 0.0 -0.2 0.0
O 0.2 0.1 -0.1
C 0.0 -0.2 0.0
N 0.0 -0.2 0.1
C -0.1 0.0 0.0
C 0.0 0.0 0.0
C 0.0 0.1 0.0
C 0.1 0.0 -0.1
H 0.0 0.0 0.0
H 0.0 0.0 0.0
H 0.0 0.0 0.0
H 0.0 0.0 0.0
H 0.0 0.0 0.0
H 0.0 0.0 0.0
H 0.0 0.0 0.0
H 0.0 0.0 0.0
H 0.0 0.0 0.0
H 0.0 0.0 0.0
H 0.0 0.0 0.0
H 0.0 0.0 0.0

Results
- LUMO level: -0.1 eV
- HOMO energy: -6.6 eV
- Spin multiplicity: 1
- Energy above the lowest of the compared OMol25 structures with the same formula, charge and spin: 9.7 kcal/mol
- Molecular weight: 795.5 g/mol
- Maximum force: 0.3 eV Å⁻¹
- Calculated total energy: -62628.7518 eV
- Gap between HOMO and LUMO: 6.46 eV

---

Q: Which of these has the lowest molecular weight?
A: C45H37N7O2Sr

---

Q: Which formula does entry 2 have?
A: C45H37N7O2Sr

---

Q: calculated total energy of number 2 (C45H37N7O2Sr)?
A: -62628.7518 eV

---

Q: Which formula does entry 1 have?
A: C15H10Br12F6INO8P